{
  "formula": "C15H14MoN7O2S",
  "method": "wB97M-V/def2-TZVPD",
  "species": ["Mo", "O", "C", "N", "C", "O", "C", "C", "C", "C", "C", "N", "C", "C", "C", "C", "C", "N", "H", "H", "H", "H", "H", "H", "H", "H", "C", "C", "N", "N", "C", "S", "N", "N", "H", "H", "H", "H", "H", "H"],
  "xyz": [[-0.00643, 0.50194, -0.13231], [-1.40475, 3.47932, 2.16576], [-0.93019, 2.89166, 1.26290], [-1.24302, 1.48983, 0.91811], [-2.54185, 0.92455, 1.29599], [-3.23875, 1.35089, 2.14523], [-2.85183, -0.21999, 0.39333], [-4.06605, -0.85575, 0.37658], [-4.27375, -1.83614, -0.59017], [-3.26070, -2.12893, -1.49863], [-2.05759, -1.46250, -1.40201], [-1.84751, -0.51883, -0.45673], [0.03699, 3.42023, 0.25922], [0.42443, 4.72918, 0.19014], [1.27630, 5.10097, -0.85337], [1.69878, 4.14800, -1.77098], [1.28243, 2.83949, -1.62697], [0.46239, 2.48070, -0.61728], [-4.82829, -0.56556, 1.08913], [-5.22238, -2.35545, -0.64514], [-3.40390, -2.86123, -2.28166], [-1.25815, -1.65397, -2.10729], [0.05134, 5.43671, 0.92039], [1.59649, 6.13084, -0.95175], [2.34674, 4.41125, -2.59622], [1.60531, 2.06792, -2.31386], [2.35725, -4.55516, 0.23906], [2.70223, -3.20972, 0.75921], [3.71955, -2.89880, 1.50354], [3.59883, -1.55804, 1.75455], [2.54370, -1.03239, 1.17919], [1.93256, 0.58038, 1.21240], [1.95580, -2.04943, 0.54210], [0.76682, -1.83606, -0.16838], [3.22664, -5.19899, 0.35438], [2.08613, -4.52347, -0.81770], [1.53360, -4.98778, 0.81092], [4.29706, -1.09461, 2.32680], [0.03721, -2.41155, 0.25619], [0.89655, -2.16947, -1.12470]],
  "atomic_forces_ev_per_a": [[0.20, 0.01, 0.09], [-0.02, -0.02, 0.06], [-0.12, -0.04, 0.05], [0.55, -0.40, -0.17], [0.06, 0.20, 0.04], [-0.01, 0.03, 0.07], [0.23, 0.03, -0.12], [-0.13, -0.03, 0.01], [-0.04, -0.03, -0.01], [-0.05, -0.03, -0.02], [-0.07, 0.18, 0.16], [-0.20, -0.22, -0.06], [-0.01, -0.28, -0.13], [0.03, 0.15, -0.02], [0.02, 0.04, 0.00], [0.04, 0.09, -0.02], [-0.19, 0.00, 0.23], [0.09, 0.17, -0.17], [-0.01, -0.02, 0.00], [0.00, 0.00, -0.01], [-0.01, -0.01, 0.01], [0.04, -0.01, -0.03], [0.02, 0.01, -0.01], [-0.01, -0.01, 0.00], [0.00, 0.01, 0.02], [0.01, -0.05, -0.02], [0.03, 0.12, 0.04], [0.12, -0.16, 0.07], [-0.19, 0.30, -0.08], [0.20, -0.29, 0.02], [0.07, 0.11, 0.20], [-0.41, 0.16, -0.06], [-0.18, -0.15, -0.20], [-0.06, 0.22, 0.08], [0.00, -0.01, 0.01], [0.03, 0.00, 0.01], [0.00, 0.00, 0.00], [0.03, -0.02, 0.03], [-0.08, 0.01, -0.03], [0.06, -0.06, -0.03]],
  "spin_multiplicity": 1,
  "gap_ev": [7.10, 7.02],
  "homo_ev": [-19.24, -19.18],
  "charge": 3
}

{
  "formula": "C15H14N3O2PdS",
  "method": "wB97M-V/def2-TZVPD",
  "species": ["Pd", "C", "O", "C", "O", "N", "N", "H", "H", "H", "H", "H", "H", "S", "C", "C", "C", "C", "C", "C", "N", "C", "C", "C", "C", "C", "C", "C", "H", "H", "H", "H", "H", "H", "H", "H"],
  "xyz": [[0.80367, -0.14775, -0.06314], [2.21607, 3.82939, -3.33186], [1.45648, 3.42938, -2.17980], [1.40603, 2.17093, -1.80111], [0.77750, 1.86757, -0.79431], [2.05890, 1.24110, -2.54438], [1.94210, -0.10245, -2.16187], [2.10008, 4.90516, -3.39196], [1.81271, 3.37489, -4.23774], [3.27134, 3.58825, -3.20118], [2.51980, 1.46630, -3.41002], [2.84585, -0.56179, -2.18378], [1.30548, -0.58581, -2.78772], [-2.52442, -1.73549, 2.45027], [-3.04210, -0.17082, 1.89085], [-4.24662, 0.48220, 2.13537], [-4.42241, 1.73342, 1.58171], [-3.42026, 2.32983, 0.80595], [-2.22537, 1.68632, 0.56379], [-2.04422, 0.41812, 1.11044], [-0.91962, -0.38826, 0.98897], [-1.03847, -1.52486, 1.62819], [0.08249, -2.43378, 1.50991], [0.22748, -3.65669, 2.15081], [1.39320, -4.38510, 1.95958], [2.39978, -3.88482, 1.14354], [2.24656, -2.65668, 0.49767], [1.08608, -1.93503, 0.67575], [-5.01894, 0.02583, 2.73901], [-5.34821, 2.26477, 1.75395], [-3.58626, 3.31656, 0.39581], [-1.43571, 2.14559, -0.01498], [-0.55550, -4.03279, 2.79843], [1.51964, -5.33866, 2.45266], [3.31109, -4.45113, 1.00514], [3.04578, -2.28370, -0.13396]],
  "atomic_forces_ev_per_a": [[-0.03, -0.50, -0.64], [0.02, 0.00, -0.02], [-0.01, -0.07, 0.04], [-0.01, -0.01, 0.02], [-0.19, 0.44, -0.04], [0.17, 0.00, -0.06], [-0.08, -0.10, 0.59], [0.00, 0.00, 0.00], [-0.01, 0.00, 0.00], [0.00, 0.00, 0.01], [-0.04, -0.02, -0.02], [0.05, 0.10, 0.00], [0.01, -0.09, 0.04], [0.00, 0.01, -0.02], [-0.03, 0.01, 0.00], [0.02, -0.02, 0.00], [-0.01, 0.02, -0.01], [-0.01, -0.01, 0.02], [0.03, 0.01, 0.00], [0.04, -0.03, 0.11], [0.07, 0.28, 0.20], [-0.05, -0.02, -0.09], [-0.03, -0.17, 0.18], [0.02, 0.00, -0.02], [0.01, 0.04, -0.02], [-0.09, 0.04, 0.00], [0.10, -0.16, -0.03], [0.05, 0.29, -0.24], [0.00, 0.00, 0.00], [0.00, 0.00, 0.00], [0.00, 0.00, 0.00], [-0.04, 0.00, -0.01], [0.01, -0.02, 0.00], [0.01, 0.00, 0.00], [0.00, -0.01, 0.00], [0.01, -0.01, 0.03]],
  "spin_multiplicity": 1,
  "gap_ev": 8.17,
  "homo_ev": -11.27,
  "charge": 1,
  "de_lowest_kcal_mol": 7.17
}

{
  "formula": "C15H15AlBrF5N2O2",
  "method": "wB97M-V/def2-TZVPD",
  "species": ["Al", "O", "C", "C", "C", "N", "C", "Br", "C", "H", "H", "H", "H", "O", "C", "C", "C", "C", "C", "C", "C", "C", "N", "H", "H", "H", "H", "H", "H", "H", "H", "H", "H", "H", "F", "C", "F", "C", "F", "F", "F"],
  "xyz": [[9.27771, 5.91154, 7.29524], [14.08032, 5.00151, 4.02513], [13.07757, 5.38559, 4.73840], [13.12483, 5.95466, 6.03216], [11.96339, 6.29250, 6.67839], [10.76507, 6.08220, 6.10273], [10.73851, 5.49246, 4.87401], [9.04460, 5.16478, 4.09689], [11.81337, 5.17525, 4.13967], [14.93651, 5.20119, 4.40188], [14.07778, 6.10592, 6.52376], [12.03596, 6.75251, 7.66676], [11.72865, 4.67008, 3.19931], [7.54306, 5.67771, 6.85739], [6.39462, 6.48829, 7.43067], [6.30653, 7.75916, 6.65739], [7.72717, 8.40717, 6.40058], [8.34740, 8.65996, 7.75134], [8.02293, 9.73062, 8.58140], [8.80554, 9.90148, 9.72674], [9.76450, 8.94488, 10.05214], [9.89073, 7.81143, 9.31316], [9.18586, 7.64842, 8.18795], [7.30635, 4.94993, 6.28571], [6.64736, 6.45279, 8.49346], [5.52926, 5.90185, 7.26292], [5.73165, 8.48718, 7.29260], [5.76257, 7.56168, 5.68253], [7.61936, 9.38175, 5.94423], [8.33647, 7.71567, 5.74738], [7.34084, 10.49342, 8.21373], [8.61045, 10.71123, 10.37651], [10.38591, 9.06685, 10.93468], [10.53301, 7.01478, 9.66221], [8.72011, 4.51824, 9.53167], [9.66745, 4.50424, 8.56225], [10.87951, 4.72666, 9.21392], [9.75233, 3.04405, 8.06576], [10.00721, 2.16094, 9.01768], [10.71630, 3.02429, 7.11240], [8.62021, 2.72063, 7.49159]],
  "atomic_forces_ev_per_a": [[0.38, 1.42, -0.27], [0.61, -0.23, -0.63], [-1.34, 0.27, 0.54], [0.38, -0.05, -0.22], [1.10, -0.01, -0.45], [-1.01, -0.56, -0.21], [-0.85, 0.54, 0.27], [0.02, 0.01, 0.24], [0.96, -0.22, 0.55], [0.60, 0.06, 0.29], [-0.04, 0.06, -0.01], [-0.37, -0.22, -0.29], [0.05, 0.01, -0.39], [-0.14, 0.27, 0.19], [1.02, -0.80, 0.02], [0.00, 1.41, -0.57], [-0.82, -0.69, 0.56], [0.42, -1.34, 0.24], [1.26, -0.17, -0.74], [-0.41, -1.12, -0.64], [0.07, 0.91, 0.99], [-0.06, -0.06, 0.25], [-0.55, 0.23, -0.82], [-0.47, -0.47, -0.37], [-0.28, 0.69, -0.14], [-0.83, -0.69, 0.05], [0.18, -0.67, -0.80], [0.62, 0.45, 1.14], [-0.12, -0.03, -0.58], [-0.43, 1.04, 0.59], [-0.01, -0.17, 0.27], [0.03, 0.86, 0.53], [-0.16, 0.00, -0.11], [0.03, -0.18, -0.19], [-0.63, 0.23, 0.44], [0.97, -1.44, 0.99], [-0.13, 0.23, -0.27], [0.97, 0.49, 0.41], [0.23, 0.42, -0.33], [0.04, -0.25, 0.18], [-1.28, -0.26, -0.73]],
  "spin_multiplicity": 1,
  "gap_ev": 10.07,
  "homo_ev": -16.70,
  "charge": 2
}

{
  "formula": "C15H15AsBO4S4Tc",
  "method": "wB97M-V/def2-TZVPD",
  "species": ["Tc", "C", "C", "C", "C", "C", "C", "C", "H", "H", "H", "H", "H", "H", "H", "H", "S", "As", "S", "S", "S", "O", "B", "O", "C", "C", "C", "C", "C", "C", "H", "H", "H", "H", "C", "C", "O", "O", "H", "H", "H"],
  "xyz": [[0.42543, -0.21964, 1.97168], [-1.73562, -2.84547, 0.83714], [-0.39236, -2.41741, 1.33513], [-0.17085, -2.22594, 2.74393], [1.12144, -1.97199, 3.25062], [2.17564, -1.70354, 2.36019], [1.91389, -1.66726, 0.98089], [0.65684, -2.11643, 0.47725], [-2.37730, -1.97972, 0.66117], [-2.23374, -3.47878, 1.56849], [-1.64489, -3.39186, -0.09927], [-0.97711, -2.41130, 3.44180], [1.28823, -1.96296, 4.31889], [3.15901, -1.47135, 2.74623], [2.71024, -1.40984, 0.29626], [0.51222, -2.20138, -0.59172], [1.93771, 4.40817, 4.37529], [1.95140, 3.00647, 6.06449], [0.96292, 1.40667, 3.24172], [1.98294, 0.93838, 4.90898], [0.09853, 3.88967, 5.28427], [-0.52609, -0.09008, -1.84353], [-0.07008, 1.01702, -1.20242], [0.54189, 1.94370, -1.96358], [0.47762, 1.38652, -3.24943], [0.94243, 1.90823, -4.43353], [0.72102, 1.12715, -5.56363], [0.06967, -0.10032, -5.49450], [-0.39881, -0.61781, -4.29062], [-0.17210, 0.16288, -3.18300], [1.44359, 2.86356, -4.48000], [1.06116, 1.48785, -6.52391], [-0.08104, -0.66847, -6.40132], [-0.91322, -1.56603, -4.23613], [-2.59068, 1.88202, 0.09309], [-1.49147, 1.13782, 0.73662], [-1.56158, 0.51343, 1.78881], [-0.23687, 1.16400, 0.21610], [-3.54420, 1.41689, 0.33035], [-2.45291, 1.96355, -0.98411], [-2.58288, 2.89362, 0.51129]],
  "atomic_forces_ev_per_a": [[0.09, -1.01, -0.69], [-0.04, -0.03, -0.05], [0.12, -0.02, 0.12], [-0.04, 0.20, 0.09], [0.07, -0.07, -0.01], [-0.09, -0.07, 0.19], [-0.01, 0.29, 0.09], [-0.16, -0.02, 0.05], [-0.02, 0.00, 0.02], [0.00, -0.02, 0.00], [-0.01, 0.01, -0.01], [-0.03, 0.05, -0.03], [-0.01, 0.06, -0.01], [0.01, 0.11, -0.05], [-0.03, 0.02, -0.03], [-0.01, 0.06, -0.01], [-0.01, 0.00, 0.05], [0.07, 0.05, -0.05], [0.18, 0.36, 0.47], [-0.07, -0.01, -0.14], [0.01, -0.03, -0.04], [-0.07, -0.05, 0.08], [0.22, 0.22, 0.02], [0.03, 0.01, 0.05], [-0.08, -0.17, -0.16], [-0.03, -0.02, 0.15], [0.01, 0.02, -0.04], [0.00, -0.03, -0.05], [0.00, 0.04, 0.10], [0.11, 0.16, -0.15], [0.01, 0.02, 0.00], [0.01, 0.00, 0.00], [0.00, 0.00, -0.01], [-0.01, -0.02, 0.01], [0.01, -0.02, -0.03], [0.01, 0.07, 0.03], [-0.02, -0.09, -0.05], [-0.20, -0.06, 0.13], [0.01, 0.00, 0.01], [-0.02, -0.01, -0.01], [0.00, 0.01, -0.01]],
  "spin_multiplicity": 1,
  "gap_ev": [5.48, 5.48],
  "homo_ev": [-14.05, -14.05],
  "charge": 2,
  "de_lowest_kcal_mol": 5.63
}

{
  "formula": "C15H15ClN4O5RhS",
  "method": "wB97M-V/def2-TZVPD",
  "species": ["Rh", "O", "C", "C", "C", "C", "C", "C", "C", "N", "C", "C", "N", "H", "H", "H", "H", "H", "H", "H", "O", "Cl", "O", "O", "O", "C", "C", "C", "C", "N", "C", "S", "N", "C", "H", "H", "H", "H", "H", "H", "H", "H"],
  "xyz": [[-0.10646, 0.13141, -0.55534], [-2.07452, 0.46078, 0.36505], [-2.71800, 1.52637, 0.51199], [-3.73400, 1.55469, 1.54017], [-4.46546, 2.67048, 1.78294], [-4.24261, 3.82835, 1.00725], [-3.29546, 3.83957, -0.00482], [-2.51745, 2.72942, -0.29876], [-1.58410, 2.76356, -1.41260], [-0.76253, 1.80244, -1.81774], [-0.10213, 2.26269, -2.91939], [-0.53021, 3.52476, -3.20344], [-1.46118, 3.82481, -2.25191], [-3.85489, 0.64260, 2.10783], [-5.21240, 2.68264, 2.56428], [-4.82244, 4.72042, 1.19925], [-3.18118, 4.75518, -0.56862], [0.63316, 1.66456, -3.42821], [-0.26068, 4.21491, -3.98227], [-1.95805, 4.69537, -2.18947], [2.33274, 0.44396, -0.58822], [2.12643, 0.73817, 0.84574], [1.11226, 1.79117, 0.88096], [3.33115, 1.11729, 1.47250], [1.54668, -0.46096, 1.43517], [4.45719, -2.47587, 0.20753], [3.04883, -2.95251, 0.15927], [2.48378, -3.87110, 1.00761], [1.11807, -4.13886, 0.88412], [0.34838, -3.52169, -0.01885], [0.90420, -2.64396, -0.82628], [-0.02980, -1.72471, -1.98339], [2.23918, -2.40208, -0.76727], [0.42736, -5.11239, 1.77718], [5.07033, -3.15075, 0.79833], [4.48116, -1.48611, 0.67086], [4.87910, -2.39249, -0.79383], [3.08390, -4.35462, 1.76317], [2.59546, -1.66074, -1.35939], [1.12520, -5.65811, 2.40670], [-0.15330, -5.80818, 1.17262], [-0.27774, -4.57045, 2.40928]],
  "atomic_forces_ev_per_a": [[-0.13, -0.04, -0.39], [0.05, 0.02, 0.10], [-0.02, 0.00, -0.06], [0.01, 0.00, -0.02], [0.01, 0.01, 0.00], [-0.01, -0.02, 0.01], [0.02, 0.02, 0.00], [0.03, 0.00, 0.00], [-0.13, -0.04, 0.02], [0.10, 0.02, 0.03], [-0.01, -0.04, 0.01], [-0.05, 0.04, 0.00], [0.08, -0.03, -0.03], [-0.01, 0.00, 0.00], [0.00, 0.00, 0.00], [0.00, 0.01, 0.00], [0.01, 0.01, 0.01], [0.00, 0.00, 0.00], [0.01, 0.00, 0.00], [-0.03, 0.01, -0.02], [0.02, 0.02, 0.08], [-0.25, 0.13, 0.06], [0.19, -0.21, 0.07], [-0.02, -0.01, -0.03], [0.17, 0.07, 0.01], [0.01, -0.04, 0.02], [-0.06, 0.01, -0.01], [0.02, 0.04, -0.03], [-0.02, -0.08, 0.06], [0.01, 0.03, -0.09], [0.02, -0.01, 0.03], [-0.04, 0.06, 0.21], [-0.03, -0.02, -0.03], [0.03, 0.01, -0.02], [0.00, 0.01, 0.00], [0.00, 0.00, -0.01], [0.00, 0.00, 0.00], [0.00, 0.00, 0.01], [0.03, 0.04, 0.01], [0.00, 0.00, 0.00], [0.00, 0.00, 0.01], [-0.01, 0.00, 0.00]],
  "spin_multiplicity": 5,
  "gap_ev": [8.49, 6.29],
  "homo_ev": [-11.46, -12.07],
  "charge": 1,
  "de_lowest_kcal_mol": 1.28
}

{
  "formula": "C15H15CuFNO4",
  "method": "wB97M-V/def2-TZVPD",
  "species": ["Cu", "C", "C", "C", "C", "C", "C", "C", "F", "C", "C", "C", "O", "C", "C", "N", "C", "C", "O", "O", "H", "H", "H", "H", "H", "H", "H", "H", "H", "H", "H", "C", "O", "H", "H", "H", "H"],
  "xyz": [[-0.19251, -0.07388, -0.00027], [-6.45678, -1.26891, -3.41710], [-5.79034, 0.08280, -3.67653], [-5.84363, 0.48666, -5.14719], [-5.00918, -0.45937, -6.00222], [-3.63086, -0.61930, -5.42418], [-2.58189, -1.02580, -6.22201], [-1.30588, -1.16342, -5.68810], [-0.31052, -1.57252, -6.49937], [-1.04294, -0.88420, -4.37242], [-2.08818, -0.46776, -3.53969], [-1.78831, -0.18394, -2.13530], [-0.58672, -0.32264, -1.77024], [-2.91000, 0.21864, -1.34231], [-4.13539, 0.30154, -1.93684], [-4.40604, 0.04591, -3.22401], [-3.39220, -0.34725, -4.06286], [-2.96806, 0.56909, 0.17234], [-4.05130, 0.93733, 0.59765], [-1.91508, 0.44548, 0.86467], [-7.46574, -1.27000, -3.82054], [-6.51352, -1.46150, -2.34933], [-5.88966, -2.07285, -3.87755], [-6.30609, 0.84672, -3.08408], [-5.45737, 1.50170, -5.25498], [-6.88035, 0.48342, -5.48350], [-4.93208, -0.07014, -7.01952], [-5.49397, -1.43824, -6.06717], [-2.73977, -1.23587, -7.26793], [-0.05249, -0.97614, -3.95827], [-4.95951, 0.60296, -1.30057], [1.02946, 1.68316, 1.82836], [0.81712, 0.28004, 1.68351], [1.30648, 1.90301, 2.86286], [0.13817, 2.24960, 1.55538], [1.84412, 1.95271, 1.15901], [0.04841, 0.05662, 2.23218]],
  "atomic_forces_ev_per_a": [[0.68, 0.03, 0.47], [0.08, 0.24, 0.02], [-0.70, -0.09, -0.25], [0.10, -0.06, 0.01], [-0.09, 0.04, 0.02], [0.06, -0.05, -0.12], [0.01, 0.04, 0.20], [0.02, 0.09, 0.34], [-0.08, 0.04, 0.04], [-0.05, -0.06, -0.31], [-0.25, -0.04, -0.26], [-0.17, -0.01, -0.08], [-0.60, -0.13, -1.00], [0.28, 0.02, 0.49], [-0.09, -0.02, -0.20], [0.10, 0.27, 0.47], [0.77, -0.18, -0.20], [0.14, -0.06, -0.13], [-0.56, 0.16, 0.04], [0.22, -0.04, 0.13], [-0.12, -0.03, -0.04], [0.01, -0.05, 0.11], [0.04, -0.13, -0.06], [0.19, -0.09, -0.06], [-0.02, 0.05, 0.02], [-0.01, 0.05, 0.05], [-0.02, -0.08, 0.03], [-0.01, 0.04, -0.04], [-0.04, -0.02, -0.15], [0.10, -0.02, 0.00], [-0.04, 0.00, -0.06], [0.18, 0.44, 0.15], [-0.26, -0.35, 0.31], [0.03, 0.06, -0.12], [-0.03, -0.05, 0.02], [0.00, -0.02, 0.08], [0.11, 0.01, 0.08]],
  "spin_multiplicity": 1,
  "gap_ev": 7.37,
  "homo_ev": -7.47,
  "charge": 0,
  "de_lowest_kcal_mol": 1.63
}

Among the records above, which one has the highest charge? C15H14MoN7O2S